[1]
A structure of composition C5H4BrNNiOTe4 at a distorted geometry. Source: the OMol25 dataset; level of theory: ωB97M-V/def2-TZVPD.

- relative energy (zero: lowest compared OMol25 entry of this formula, charge and spin) (kcal/mol) = 0.00
- max |F| (eV Å⁻¹) = 3.82
- LUMO (spin up / spin down) (eV) = -1.23 / -1.75
- DFT total energy (Ha) = -5477.3268
- highest occupied orbital energy (spin up / spin down) (eV) = -6.6589 / -7.0012
- multiplicity = 3

XYZ file:
```
17
Properties=species:S:1:pos:R:3:forces:R:3:nbo_charge:R:1
Ni 0.889 -1.023 1.935 -0.072 0.279 -0.328 0.579
O -1.851 1.517 -2.673 0.552 -0.730 0.196 -0.646
C -0.947 0.969 -1.800 -0.546 0.700 0.366 0.369
C -0.444 -0.322 -1.904 0.625 -0.430 -0.559 -0.333
C 0.434 -0.777 -0.929 -1.526 3.101 1.620 0.094
N 0.627 -0.043 0.248 0.037 -0.436 -2.525 -0.596
C 0.118 1.192 0.324 0.662 -0.690 -0.996 0.159
Br 0.460 2.219 1.843 -0.066 0.065 0.318 0.144
C -0.589 1.764 -0.707 -2.234 0.962 -0.251 -0.330
H -2.128 0.859 -3.333 0.211 0.275 0.288 0.489
H -0.725 -0.926 -2.778 0.359 0.105 0.494 0.230
H 0.888 -1.715 -0.962 0.603 -1.331 0.033 0.221
H -1.207 2.704 -0.567 1.369 -1.026 -0.192 0.258
Te 3.205 -0.320 2.545 1.163 0.206 0.168 -0.331
Te 2.517 -2.923 2.495 -0.473 0.208 0.486 -0.043
Te 0.308 -1.814 4.144 -0.323 -0.794 -0.155 0.096
Te -1.554 -1.359 2.119 -0.340 -0.464 1.037 -0.359
```
Positions in Å, forces in eV/Å.


[2]
A cluster of 2 separate species, C2H3Cl2NS in total at a distorted geometry. Source: the OMol25 dataset; level of theory: ωB97M-V/def2-TZVPD.

- relative energy (zero: lowest compared OMol25 entry of this formula, charge and spin) (kcal/mol) = 56.37
- max |F| (eV Å⁻¹) = 3.00
- LUMO (spin up / spin down) (eV) = -0.34 / -0.73
- DFT total energy (Ha) = -1451.1082
- highest occupied orbital energy (spin up / spin down) (eV) = -8.8414 / -8.8811
- multiplicity = 3

XYZ file:
```
9
Properties=species:S:1:pos:R:3:forces:R:3:nbo_charge:R:1
C -1.517 1.118 0.228 1.654 -0.613 2.421 -0.396
C 0.883 -1.154 -0.546 0.219 -1.631 0.001 -0.615
N 0.652 0.087 -1.060 0.448 1.073 -1.340 -0.090
S -0.469 2.100 1.142 -0.881 -0.874 -0.560 0.416
Cl -2.222 1.788 -1.054 -1.040 1.343 -1.924 0.131
Cl 0.075 0.656 2.474 0.168 0.299 0.236 -0.151
H 1.949 -1.518 -0.463 -0.841 0.778 0.340 0.228
H 0.370 -1.976 -1.066 -0.054 0.139 -0.627 0.226
H 0.280 -1.100 0.344 0.326 -0.516 1.453 0.250
```
Positions in Å, forces in eV/Å.


[3]
A structure of composition C40H105AgF3N9O11 at a distorted geometry. Source: the OMol25 dataset; level of theory: ωB97M-V/def2-TZVPD.

- relative energy (zero: lowest compared OMol25 entry of this formula, charge and spin) (kcal/mol) = 67.29
- max |F| (eV Å⁻¹) = 3.12
- LUMO (eV) = 0.26
- DFT total energy (Ha) = -3353.7647
- highest occupied orbital energy (eV) = -8.4033
- multiplicity = 1

XYZ file:
```
169
Properties=species:S:1:pos:R:3:forces:R:3:mulliken_charge:R:1
Ag -1.748 4.236 -2.566 -0.150 -0.650 1.358 0.371
C -0.644 1.996 -0.037 1.853 2.060 -1.438 1.438
O -0.383 0.974 -1.006 -0.615 -0.689 -0.192 0.223
O -0.487 3.238 -0.631 -1.381 -1.446 0.510 -0.606
C -1.957 1.721 0.725 1.148 -0.903 -0.465 -0.783
F -1.767 0.665 1.548 -0.269 0.305 0.708 -0.191
F -2.307 2.765 1.496 -0.446 -0.375 -0.308 0.224
F -2.940 1.328 -0.105 -0.389 0.812 0.279 0.063
C -0.186 -0.326 -0.434 1.071 0.447 -0.112 1.402
C 0.362 -1.329 -1.444 -0.886 0.261 0.159 0.051
H -0.301 -1.329 -2.311 0.196 -0.249 -0.184 0.604
H 1.394 -1.148 -1.735 -0.106 0.333 -0.121 0.036
H 0.353 -2.313 -0.973 -0.141 0.070 -0.171 -1.154
H -1.100 -0.646 0.066 0.140 -0.396 -0.336 -0.591
H 0.611 -0.218 0.312 -0.264 -0.045 0.483 0.006
H 0.157 1.856 0.703 -0.018 0.026 0.633 -0.496
C 3.306 0.398 -0.541 0.450 0.736 -0.355 -0.283
C 4.661 0.862 0.031 -0.970 -0.622 -1.086 0.377
C 4.912 0.349 1.440 0.394 0.882 0.554 -0.491
O 5.064 -1.044 1.422 0.145 -0.481 -0.286 -0.181
C 5.384 -1.552 2.681 -1.074 -0.509 1.377 -1.026
N 5.733 0.382 -0.905 -0.194 -0.397 2.180 -0.797
H 3.267 0.721 -1.585 -0.010 0.098 -0.010 0.302
H 2.496 0.927 -0.038 -0.162 -0.361 0.132 -0.314
H 3.172 -0.683 -0.578 0.038 -0.029 0.531 0.063
H 4.644 1.951 -0.016 0.173 0.045 0.391 0.410
H 4.171 0.642 2.196 -0.239 -0.123 -0.528 -0.084
H 5.835 0.826 1.814 0.211 -0.135 -0.080 0.511
H 4.576 -1.384 3.411 -0.060 0.713 -0.100 0.293
H 6.289 -1.142 3.136 0.251 -0.050 -0.346 0.336
H 5.356 -2.643 2.721 0.693 -0.027 -0.799 0.346
H 6.544 0.486 -0.284 0.544 0.427 -0.745 0.285
H 5.633 -0.626 -0.745 -0.047 -0.112 -0.568 0.300
C 1.799 -2.555 2.572 -1.150 1.614 -0.527 -1.747
C 0.453 -3.158 3.003 0.426 -0.861 -0.054 0.813
C -0.695 -2.624 2.106 0.702 0.688 1.204 0.693
O -2.006 -3.023 2.456 -0.314 -1.345 -0.138 0.083
C -2.367 -2.929 3.834 0.689 0.650 -0.413 -1.013
N 0.685 -4.598 2.983 -0.083 -0.671 0.096 -0.717
H 1.812 -2.618 1.479 0.487 -0.242 -0.036 0.126
H 2.722 -2.920 3.011 -0.298 -0.566 0.135 0.491
H 1.785 -1.475 2.763 0.053 0.033 0.060 0.298
H 0.209 -2.878 4.031 0.115 0.163 0.036 0.506
H -0.483 -2.868 1.064 -0.387 -0.262 -0.041 -0.647
H -0.679 -1.531 2.201 0.231 0.137 -0.100 -0.270
H -3.449 -2.936 3.928 -0.045 0.156 -0.309 0.275
H -1.945 -1.983 4.182 -0.315 0.105 0.466 0.363
H -1.991 -3.730 4.474 0.278 -0.182 -0.263 0.280
H -0.084 -5.214 2.742 -0.430 0.482 0.191 0.363
H 1.391 -4.879 2.313 -0.136 0.317 -0.016 0.216
C 2.126 2.302 -5.040 1.079 1.072 0.664 -1.633
C 1.025 2.993 -4.214 -0.242 -1.364 -1.329 1.031
C 0.511 4.167 -5.003 0.314 -0.191 -0.362 -1.067
O -0.623 4.763 -4.384 0.082 0.560 -1.118 -0.117
C -1.039 5.842 -5.223 -0.565 0.930 0.973 -0.838
N -0.104 2.031 -4.180 0.014 -0.221 1.772 -0.680
H 3.058 2.876 -4.984 -0.113 0.186 -0.401 0.430
H 1.801 2.216 -6.076 0.052 -0.066 -0.024 0.418
H 2.452 1.325 -4.680 -0.568 -0.106 0.219 0.357
H 1.293 3.305 -3.202 0.298 -0.141 -0.021 0.134
H 0.189 3.774 -5.973 -0.015 0.048 -0.017 0.423
H 1.272 4.932 -5.195 0.039 0.056 0.238 0.425
H -0.391 6.700 -5.028 0.284 -0.061 -0.404 0.362
H -2.023 6.189 -4.905 -0.114 -0.344 0.044 0.204
H -1.094 5.602 -6.284 0.240 -0.288 0.039 0.307
H -0.196 1.900 -3.176 -1.019 0.073 0.460 -0.040
H 0.221 1.085 -4.355 0.247 0.085 -0.764 0.340
C 0.687 -4.968 -1.161 -1.156 -0.351 -1.710 -0.686
C 1.029 -6.359 -0.616 -0.228 0.314 -0.697 0.127
C 1.824 -7.279 -1.553 0.240 0.890 -0.583 -0.284
O 1.270 -7.329 -2.858 -0.104 0.019 0.583 -0.342
C 2.054 -8.101 -3.745 -1.262 -0.314 -0.704 -0.713
N 1.682 -6.154 0.652 1.536 -1.144 1.181 -0.483
H -0.277 -5.072 -1.675 -0.076 0.093 0.083 0.371
H 1.291 -4.601 -1.996 0.603 -0.128 0.390 0.301
H 0.521 -4.168 -0.444 0.402 -0.436 0.444 -0.573
H 0.088 -6.898 -0.479 -0.053 0.207 0.520 0.240
H 1.850 -8.281 -1.111 0.229 -0.051 0.065 0.367
H 2.829 -6.854 -1.684 0.243 -0.238 0.389 -0.027
H 3.125 -8.022 -3.564 0.032 0.174 -0.138 0.283
H 1.727 -7.786 -4.739 0.663 0.385 -0.083 0.254
H 1.731 -9.150 -3.771 0.300 -0.164 0.661 0.292
H 2.019 -7.031 1.059 -0.758 -0.228 0.007 0.258
H 2.606 -5.726 0.562 -0.328 0.612 -0.654 0.189
C -6.347 5.013 2.986 0.026 -0.306 -0.153 -1.253
C -5.494 4.627 4.199 -1.044 1.386 -0.569 0.464
C -4.182 3.995 3.777 0.267 0.177 -0.403 -0.156
O -3.350 3.901 4.909 0.416 -0.190 0.200 -0.500
C -2.132 3.176 4.700 -1.002 0.345 -0.135 -0.381
N -5.298 5.898 4.952 1.120 -0.837 0.100 -0.778
H -7.361 5.248 3.305 -0.014 -0.028 -0.034 0.384
H -6.384 4.248 2.209 -0.197 -0.194 0.180 0.249
H -5.943 5.909 2.507 0.100 0.015 0.023 0.352
H -6.114 4.019 4.860 0.421 -0.517 -0.090 0.295
H -3.715 4.631 3.008 0.096 0.361 0.144 0.040
H -4.283 3.052 3.225 -0.335 -0.370 0.513 0.192
H -1.517 3.292 5.587 -0.058 -0.014 0.060 0.317
H -1.603 3.569 3.830 0.106 -0.091 -0.060 0.011
H -2.410 2.131 4.550 0.380 -0.177 -0.117 0.279
H -4.379 5.728 5.366 -0.256 0.505 0.583 0.327
H -5.125 6.658 4.301 -0.113 -0.061 -0.150 0.297
C -3.912 -1.290 -1.772 0.016 -0.854 -0.972 -0.516
C -4.515 -2.251 -0.742 0.758 1.118 -0.224 0.060
C -4.065 -3.701 -0.993 -1.113 0.307 0.341 -0.583
O -4.500 -4.447 0.130 0.208 -0.329 0.063 -0.377
C -3.613 -5.469 0.557 -0.143 0.478 -0.284 -0.354
N -4.111 -1.703 0.548 0.424 -0.661 0.488 -0.089
H -4.015 -1.641 -2.805 -0.676 0.030 -0.001 0.576
H -2.818 -1.262 -1.734 0.009 0.322 0.754 0.011
H -4.354 -0.304 -1.666 0.242 0.094 -0.046 -0.299
H -5.598 -2.112 -0.703 -0.124 -0.630 -0.598 0.610
H -2.984 -3.775 -1.153 0.125 0.155 0.241 0.008
H -4.557 -4.086 -1.892 0.070 -0.029 -0.127 0.477
H -3.600 -6.310 -0.142 -0.004 -0.066 -0.016 0.324
H -3.964 -5.800 1.532 0.072 -0.067 0.001 0.270
H -2.608 -5.047 0.644 0.113 -0.167 0.159 -0.052
H -3.111 -1.873 0.643 0.023 0.256 0.169 -0.548
H -4.503 -2.304 1.270 -0.018 0.059 0.041 0.352
C -5.562 5.472 -0.896 0.043 1.303 0.933 -1.884
C -4.886 4.203 -0.371 -0.874 1.162 -0.542 2.061
C -5.595 2.996 -0.960 -0.590 -0.881 -1.167 -0.636
O -6.563 2.432 -0.086 0.649 -0.068 0.240 -0.468
C -6.116 1.309 0.681 -0.703 0.432 -0.184 -0.357
N -3.462 4.295 -0.666 1.063 -0.596 -0.624 -0.487
H -5.091 6.362 -0.457 0.244 -0.133 0.107 0.448
H -6.588 5.577 -0.538 -0.137 -0.435 -0.250 0.419
H -5.517 5.681 -1.965 0.004 -0.688 -0.140 0.377
H -5.108 4.170 0.697 0.394 -0.086 0.119 -1.057
H -4.930 2.254 -1.419 0.362 -0.231 0.721 0.051
H -6.191 3.250 -1.843 0.027 0.609 0.112 0.300
H -5.881 0.476 0.018 0.259 -0.061 0.147 0.177
H -6.981 1.053 1.294 0.080 -0.185 0.037 0.453
H -5.286 1.533 1.355 0.191 0.059 -0.196 -0.047
H -2.941 4.932 -0.071 -0.454 0.367 0.049 0.324
H -3.007 3.427 -0.437 -0.097 -0.219 -0.149 -0.007
C 2.830 6.266 2.315 -0.215 1.538 -0.251 -1.639
C 2.225 5.200 1.436 -0.701 -0.937 0.827 0.141
C 2.787 3.821 1.835 -0.950 -0.158 -0.722 0.360
O 2.183 3.448 3.072 1.489 0.088 0.300 -0.401
C 2.653 2.174 3.492 -2.227 -0.038 -0.488 -0.290
N 0.754 5.161 1.565 0.299 0.505 -0.348 -0.669
H 2.877 6.018 3.375 0.046 -0.306 -0.071 0.291
H 2.225 7.176 2.241 -0.226 -0.139 0.077 0.412
H 3.800 6.633 1.970 0.251 -0.547 0.073 0.418
H 2.393 5.389 0.376 0.412 -0.009 0.023 0.459
H 3.880 3.761 1.834 0.118 0.161 0.380 0.470
H 2.427 3.101 1.086 0.123 -0.103 -0.138 -0.467
H 2.376 1.493 2.676 0.710 -0.279 -0.054 -0.347
H 1.951 1.857 4.266 0.441 0.153 0.471 0.353
H 3.692 2.097 3.809 0.092 0.244 -0.109 0.389
H 0.471 4.962 2.514 0.144 -0.128 0.061 0.291
H 0.385 4.436 0.951 -0.188 0.042 -0.071 0.025
C 3.827 -2.452 -3.068 0.239 -0.090 -0.487 -0.348
C 5.207 -2.852 -2.608 1.773 0.198 1.026 1.406
C 5.752 -4.220 -3.105 -0.132 0.661 0.263 -1.073
O 5.191 -5.310 -2.395 0.248 -0.235 -0.449 -0.185
C 5.686 -5.521 -1.095 -0.575 -0.278 0.526 -0.775
N 6.162 -1.793 -2.978 -0.246 0.100 -0.989 -0.833
H 3.556 -1.439 -2.766 0.200 -0.015 0.230 -0.077
H 3.053 -3.128 -2.706 0.021 -0.128 -0.228 -0.280
H 3.901 -2.417 -4.158 -0.485 -0.192 -0.057 0.433
H 5.275 -2.918 -1.513 -0.632 -0.274 0.164 -0.190
H 6.842 -4.239 -2.999 0.094 0.149 0.249 0.421
H 5.590 -4.368 -4.173 -0.432 -0.062 0.020 0.269
H 5.246 -4.799 -0.401 0.132 0.046 0.149 0.202
H 6.769 -5.543 -0.938 0.158 0.380 -0.632 0.348
H 5.359 -6.517 -0.794 -0.206 0.028 -0.030 0.278
H 5.916 -0.898 -2.572 -0.045 -0.076 -0.230 0.288
H 7.133 -1.967 -2.759 -0.094 -0.360 0.147 0.256
```
Positions in Å, forces in eV/Å.